(1)
ORCA calculation (wB97M-V/def2-TZVPD) on a single C4H10S molecule in a non-equilibrium geometry.

Geometry (Å):
H (0.2320, -0.1836, -1.2960)
H (2.5290, 0.8167, -0.3969)
H (3.3941, -0.6883, 0.2456)
H (0.1085, 1.7440, 1.2554)
H (1.0162, -1.7751, 0.5280)
H (-1.2603, 2.0814, -0.1655)
H (-1.9630, -1.6930, -0.4363)
C (-0.0854, 0.1618, -0.3028)
H (1.0572, -0.3775, 1.5588)
C (-0.2218, 1.6584, 0.1065)
C (1.1443, -0.6558, 0.4485)
H (2.4060, -0.7398, -1.2022)
S (-1.7684, -0.4363, -0.0010)
C (2.5307, -0.2212, -0.1904)
H (0.5680, 2.1366, -0.4459)

Charge: 0
Max |F|: 4.525 eV/A
ΔE to the lowest compared entry with this formula, charge and spin: 1.343 eV
HOMO-LUMO gap: 9.735 eV
Molar mass: 90.2 g/mol

=====

(2)
ORCA calculation (wB97M-V/def2-TZVPD) on a molecular structure, C25H39NO5P2PdS.

Geometry (Å):
H (-1.3567, -2.6326, 2.1460)
H (-1.0048, 0.5683, -2.7842)
C (1.2455, -4.9184, -0.6089)
O (1.2542, -0.4806, -2.3457)
N (1.0121, -1.3941, 0.4418)
P (-1.8984, -1.5058, -0.4737)
C (3.1405, -1.9770, 3.3844)
S (2.1265, 0.7401, -2.4456)
C (0.2777, 1.5764, 2.5432)
O (2.9854, 0.6900, -1.1158)
H (-2.5794, 0.9310, -2.0391)
H (3.6690, 2.9187, 1.5459)
C (-2.0632, 0.2858, -2.7523)
C (-3.7540, -3.4214, 0.8350)
H (-2.8773, -4.0450, 1.0062)
H (0.9481, 1.1448, 3.2872)
H (3.1743, 3.6126, -1.3855)
P (2.2083, 1.4429, 0.3783)
C (-1.4233, -2.0892, -3.3351)
C (2.2285, -2.1969, 2.3763)
H (2.4589, 4.4091, 0.0195)
H (2.6315, -3.4717, 0.1467)
H (-4.4679, -0.7015, 0.8101)
H (-0.4812, 2.1656, 3.0659)
H (-0.3560, -6.1260, -1.3790)
H (-0.5601, 3.9371, 1.2523)
C (-3.5506, -2.3556, -0.2479)
H (-4.0472, -2.9804, 1.7845)
H (1.9960, -5.6904, -0.7142)
H (-1.0527, -1.1216, 3.0202)
H (4.5349, -0.5827, 4.2395)
Pd (0.0954, 0.1928, -0.6138)
C (1.6020, -3.6823, -0.1092)
C (-1.0088, -4.1394, -0.9054)
H (-0.2523, 0.7693, 2.0293)
H (-2.4611, 0.4990, -3.7488)
C (-0.6755, -2.8740, -0.4425)
H (-5.6109, -1.6788, -0.1221)
H (0.4026, 3.6630, -0.2160)
H (-1.6987, -3.1395, -3.2476)
C (3.8133, -0.7630, 3.4537)
H (1.6337, 3.1885, 2.0383)
C (-0.0678, -5.1579, -0.9916)
H (-3.7012, -2.8528, -1.2089)
H (5.7744, 2.7400, 0.4222)
H (1.6696, -3.1219, 2.3451)
H (-2.7165, -1.6760, 2.7858)
H (-4.5701, -4.0798, 0.5282)
H (4.0607, 1.1781, 2.6090)
C (-0.0300, 3.1853, 0.6619)
C (4.9956, 2.0447, 0.0984)
C (0.6492, -2.6559, 0.0011)
H (3.3181, -2.7448, 4.1258)
H (-3.3205, -1.4205, -2.5482)
H (5.0642, 1.9245, -0.9803)
C (-2.2593, -1.1909, -2.4342)
H (-0.7840, 2.4779, 0.2965)
H (-2.0220, -4.3368, -1.2290)
H (5.1961, 1.0727, 0.5485)
C (-1.7315, -1.6204, 2.3244)
H (4.1885, 4.5532, -0.2801)
C (-4.6063, -1.2503, -0.1228)
C (3.3366, 3.8727, -0.3388)
H (-0.3608, -1.9799, -3.1273)
C (2.6202, 0.0539, 1.5029)
O (1.2766, 1.9303, -2.3290)
O (3.0503, 0.6915, -3.5362)
O (-1.7623, -0.8471, 1.1271)
C (3.6356, 2.6187, 0.4936)
H (-1.5795, -1.7896, -4.3765)
H (-4.5453, -0.5324, -0.9422)
C (0.9995, 2.4568, 1.5295)
C (1.9605, -1.2025, 1.4073)
C (3.5416, 0.2342, 2.5224)

Charge: 0
Max |F|: 0.415 eV/A
ΔE to the lowest compared entry with this formula, charge and spin: 0.823 eV
HOMO-LUMO gap (spin up / spin down): 6.950 / 6.195 eV
Multiplicity: 5
Molar mass: 634.0 g/mol

=====

(3)
ORCA calculation (wB97M-V/def2-TZVPD) on 3 unconnected molecules or ions with the total composition C3H14N2O2 in a non-equilibrium geometry.

Geometry (Å):
H (-0.2107, 0.1022, -2.5860)
O (0.1605, -0.7446, -2.8910)
H (0.8537, -2.0052, -1.0977)
H (-0.2911, 1.9486, -0.8150)
C (-0.1087, -1.6593, 0.6363)
H (-1.0570, 0.4910, 2.3363)
H (-0.0912, 2.4284, -2.2560)
N (-0.1102, 2.1014, 1.2879)
H (-1.4539, 0.6584, 0.6628)
C (-0.6120, 0.7176, 1.3575)
O (-0.5960, 1.7994, -1.7291)
H (-0.4214, -2.2666, 1.4946)
H (1.0123, -0.4872, 2.0220)
N (0.8852, -2.3939, -0.1567)
H (0.5821, -3.3516, -0.2609)
H (-0.8772, 2.7335, 1.5200)
H (1.0915, -0.5377, -3.0400)
H (-0.9933, -1.4445, 0.0179)
H (1.2174, -0.0455, 0.3481)
C (0.4741, -0.2993, 1.0946)
H (0.5459, 2.2549, 2.0544)

Charge: 0
Max |F|: 1.374 eV/A
ΔE to the lowest compared entry with this formula, charge and spin: 0.360 eV
HOMO-LUMO gap: 9.829 eV
Molar mass: 110.2 g/mol

=====

(4)
ORCA calculation (wB97M-V/def2-TZVPD) on a molecular structure, C7H18AlBr2O4P2 in a non-equilibrium geometry.

Geometry (Å):
O (3.6344, -1.8930, -0.3695)
H (-1.1369, -2.3996, 0.8651)
C (1.6703, -3.1975, -0.9046)
O (-3.6436, 0.5611, 0.7074)
H (-0.6895, 3.9119, 3.1352)
C (-0.0331, 3.1267, 2.7106)
C (-0.7443, 2.2711, 1.6048)
H (0.2404, 2.4539, 3.5541)
C (2.6086, -2.0285, -1.3779)
H (2.2957, -4.1192, -0.7740)
C (0.2665, 1.4877, 0.7121)
C (1.7769, -0.6869, -1.5455)
H (1.1937, -2.9773, 0.0693)
H (3.4347, -2.5668, 0.2804)
Al (-0.6096, 0.3802, -0.7649)
O (0.4073, -1.0166, -1.3876)
H (0.9051, -3.4568, -1.6598)
H (3.0497, -2.3718, -2.3368)
O (-1.0002, 0.9131, -3.8725)
H (-4.5104, 0.1642, 0.7864)
H (2.1458, 0.1082, -0.8648)
H (1.9040, -0.3953, -2.6202)
P (-2.6442, -0.6059, -0.0565)
H (-0.2001, 2.9105, -2.6488)
H (-1.4762, 1.6264, 2.1226)
C (-2.0502, -1.8847, 1.2269)
Br (-1.7966, 3.4965, 0.4226)
H (0.8956, 3.5941, 2.3297)
H (-2.4350, 2.2570, -2.4999)
H (-2.8520, -2.6410, 1.3503)
Br (1.3644, 0.3643, 1.9494)
H (-1.8360, -1.3972, 2.2025)
P (-1.0853, 1.7805, -2.5878)
H (0.9500, 2.2305, 0.2415)

Charge: -1
Max |F|: 2.896 eV/A
HOMO-LUMO gap: 7.006 eV
Molar mass: 415.0 g/mol

=====

(5)
ORCA calculation (wB97M-V/def2-TZVPD) on 2 unconnected molecules or ions with the total composition C3H3ClS in a non-equilibrium geometry.

Geometry (Å):
C (-1.4892, -1.2814, -2.0555)
Cl (1.5972, -0.7994, 0.9493)
C (0.8398, 0.7795, 1.3539)
H (1.4439, 1.2345, 2.1386)
S (0.7609, 1.8968, -0.0297)
C (-0.8735, -0.3568, -1.6257)
H (-0.1695, 0.5731, 1.7101)
H (-2.1096, -2.0463, -2.4412)

Charge: 0
Max |F|: 3.610 eV/A
ΔE to the lowest compared entry with this formula, charge and spin: 6.295 eV
HOMO-LUMO gap (spin up / spin down): 6.004 / 6.029 eV
Molar mass: 106.6 g/mol

=====

(6)
ORCA calculation (wB97M-V/def2-TZVPD) on 2 unconnected molecules or ions with the total composition C3H8INO in a non-equilibrium geometry.

Geometry (Å):
O (-0.3883, 1.7774, -0.5869)
H (-1.1053, 0.1904, -2.4639)
H (-0.5583, -0.5926, 1.2441)
H (-1.5203, -1.2036, -1.4019)
H (0.4417, -1.1016, 0.2621)
C (0.9907, 0.5404, 1.6411)
N (0.1847, -0.2586, 0.6091)
H (-2.3393, 0.1134, -1.4649)
H (1.8757, -0.0176, 2.1151)
C (-1.3223, -0.1466, -1.5049)
H (1.4437, 1.3114, 1.2341)
H (0.3557, 1.1204, 2.2501)
I (2.3307, -2.3186, -1.3699)
C (-0.3893, 0.5864, -0.5639)

Charge: 0
Max |F|: 6.045 eV/A
ΔE to the lowest compared entry with this formula, charge and spin: 2.083 eV
HOMO-LUMO gap: 6.381 eV
Molar mass: 201.0 g/mol

=====

(7)
ORCA calculation (wB97M-V/def2-TZVPD) on a single C10H11N3O3S molecule in a non-equilibrium geometry.

Geometry (Å):
H (4.0024, 2.6842, -1.3646)
C (0.9350, -0.8855, -1.1600)
C (2.4961, 1.9171, -2.7409)
O (-4.8690, 0.4580, -0.1379)
H (2.4972, 2.5104, -3.6333)
C (2.7710, 0.9226, -0.7775)
H (-2.8634, -0.7460, 1.8887)
H (-2.4165, 0.9396, 1.7022)
H (1.4755, -1.8232, -1.3389)
C (1.2732, -1.2976, 1.2502)
N (-2.8098, -0.1243, -0.7691)
S (-0.6049, -0.8565, -2.1459)
H (0.2770, -0.2187, 2.7983)
O (1.6192, 0.9019, -2.6837)
H (-4.0527, 0.5230, 2.2753)
C (1.7906, 0.2979, -1.4904)
H (-0.2410, -1.8928, 2.6264)
H (-3.1819, -0.1328, -1.7123)
C (0.6213, -1.2307, 2.6035)
O (2.3964, -1.6942, 1.0315)
H (1.3392, -1.5359, 3.3585)
C (3.2313, 1.9802, -1.5995)
C (-3.7410, 0.2116, 0.2062)
N (-0.8169, -0.4924, 0.4246)
N (0.4793, -0.8525, 0.2303)
C (-1.4959, -0.4473, -0.6492)
H (3.1283, 0.6483, 0.1927)
C (-3.2399, 0.2358, 1.6145)

Charge: 0
Max |F|: 1.487 eV/A
ΔE to the lowest compared entry with this formula, charge and spin: 0.432 eV
HOMO-LUMO gap: 8.999 eV
Molar mass: 253.3 g/mol

=====

(8)
ORCA calculation (wB97M-V/def2-TZVPD) on 2 unconnected molecules or ions with the total composition C3H2ClIO in a non-equilibrium geometry.

Geometry (Å):
O (-0.7845, 2.0539, 0.7681)
H (-0.8302, -1.2810, 0.4758)
Cl (-1.3125, -0.4863, -1.6890)
C (-0.9123, -0.2872, 0.0234)
C (1.2053, -0.0641, 0.5825)
I (1.8736, -1.6403, -0.7401)
H (1.5774, 0.7850, 0.0347)
C (-0.8169, 0.9200, 0.5447)

Charge: 0
Max |F|: 2.788 eV/A
ΔE to the lowest compared entry with this formula, charge and spin: 4.385 eV
HOMO-LUMO gap (spin up / spin down): 7.558 / 7.557 eV
Molar mass: 216.4 g/mol